# 1
Computed, not measured: the molecule C4H8N2 in a non-equilibrium geometry, with ωB97M-V with the def2-TZVPD basis set.

XYZ file:
```
14
Properties=species:S:1:pos:R:3
C -0.147 1.411 0.130
N -1.225 0.807 -0.038
N -1.215 -0.521 -0.358
C -0.123 -1.304 0.388
C 1.166 -0.816 -0.212
C 1.284 0.720 -0.020
H -0.212 2.454 0.384
H -2.093 -0.903 -0.084
H -0.203 -1.156 1.515
H -0.442 -2.332 0.252
H 2.086 -1.266 0.048
H 1.095 -1.008 -1.267
H 1.942 1.203 -0.703
H 1.824 0.936 0.904
```

Results
SMILES: C1=NNCCC1
Energy above the lowest of the compared OMol25 structures with the same formula, charge and spin, eV: 1.526
HOMO, eV: -8.72
E_tot, Eh: -266.6659
Charge: 0
Orbital gap, eV: 9.83

---

# 2
Computed, not measured: the molecule C2H4BrCl in a non-equilibrium geometry, with ωB97M-V with the def2-TZVPD basis set.

XYZ file:
```
8
Properties=species:S:1:pos:R:3
Cl 2.401 -0.398 -0.105
C 0.519 -0.302 -0.339
C -0.558 0.462 0.530
Br -2.151 0.059 -0.341
H 0.102 -1.366 -0.358
H 0.748 0.028 -1.388
H -0.620 0.016 1.443
H -0.441 1.501 0.557
```

Results
SMILES: ClCCBr
Energy above the lowest of the compared OMol25 structures with the same formula, charge and spin, eV: 1.091
HOMO, eV: -10.69
E_tot, Eh: -3112.7734
Charge: 0
Orbital gap, eV: 11.39

---

# 3
Computed, not measured: a cluster of 2 separate species, C4H12N4 in total in a non-equilibrium geometry, with ωB97M-V with the def2-TZVPD basis set.

XYZ file:
```
20
Properties=species:S:1:pos:R:3
C -0.757 -0.142 -2.094
N -2.003 -0.145 -1.369
C -2.109 -0.730 -0.139
N -3.222 -1.025 0.381
H -0.923 0.213 -3.100
H -0.041 0.528 -1.608
H -0.290 -1.126 -2.153
H -2.871 -0.044 -1.869
H -1.132 -0.893 0.338
H -3.088 -1.403 1.313
C 1.538 1.046 0.656
C 1.787 -0.047 1.456
N 2.639 -1.042 1.026
N 0.640 2.010 0.962
H 2.151 1.170 -0.239
H 1.270 -0.166 2.407
H 2.245 -1.931 1.336
H 3.541 -1.015 1.514
H -0.317 1.849 0.635
H 0.942 2.890 0.549
```

Results
Energy above the lowest of the compared OMol25 structures with the same formula, charge and spin, eV: 0.709
⟨S²⟩: 0.758
HOMO (alpha / beta), eV: -12.04 / -11.99
E_tot, Eh: -378.2730
Charge: +1
2S+1: 2
Orbital gap (alpha / beta), eV: 7.72 / 3.84

---

# 4
Computed, not measured: the molecule C4H7NO2 in a non-equilibrium geometry, with ωB97M-V with the def2-TZVPD basis set.

XYZ file:
```
14
Properties=species:S:1:pos:R:3
C 2.320 -0.385 -0.805
N 1.372 0.676 -0.553
C 0.183 0.432 -0.257
C -0.805 1.431 0.145
O -2.193 0.543 0.066
C -1.734 -0.792 -0.093
O -0.346 -0.831 -0.163
H 2.737 -0.256 -1.807
H 3.148 -0.286 -0.099
H 1.912 -1.400 -0.728
H -0.960 2.259 -0.514
H -1.447 1.131 1.201
H -2.175 -1.144 -1.017
H -2.044 -1.408 0.746
```

Results
SMILES: C/N=C1/COCO1
Energy above the lowest of the compared OMol25 structures with the same formula, charge and spin, eV: 4.502
HOMO, eV: -9.39
E_tot, Eh: -361.7154
Charge: 0
Orbital gap, eV: 10.14

---

# 5
Computed, not measured: a cluster of 3 separate species, C32H72FP2 in total in a non-equilibrium geometry, with ωB97M-V with the def2-TZVPD basis set.

XYZ file:
```
107
Properties=species:S:1:pos:R:3
F -10.927 2.247 -24.616
C -10.019 -4.176 -24.166
C -9.898 -2.757 -24.699
C -9.392 -1.825 -23.568
C -9.251 -0.357 -23.987
P -8.897 0.890 -22.672
C -8.093 2.412 -23.320
C -7.123 2.336 -24.520
C -7.925 2.473 -25.834
C -7.040 2.705 -27.064
C -10.406 1.187 -21.723
C -10.678 0.229 -20.541
C -11.981 0.698 -19.867
C -12.310 -0.014 -18.549
C -7.610 0.091 -21.629
C -6.412 -0.380 -22.462
C -5.401 -1.046 -21.537
C -4.619 -0.109 -20.591
H -10.590 -4.160 -23.235
H -9.074 -4.668 -23.934
H -10.559 -4.783 -24.892
H -10.875 -2.424 -25.057
H -9.223 -2.641 -25.551
H -8.417 -2.245 -23.315
H -10.146 -1.972 -22.792
H -10.226 0.038 -24.296
H -8.538 -0.358 -24.811
H -7.708 2.960 -22.454
H -8.953 3.016 -23.633
H -6.624 1.371 -24.577
H -6.371 3.123 -24.534
H -8.638 3.298 -25.785
H -8.555 1.591 -25.952
H -6.126 3.290 -26.936
H -7.577 3.271 -27.829
H -6.751 1.763 -27.536
H -11.222 1.104 -22.443
H -10.209 2.213 -21.399
H -9.855 0.449 -19.859
H -10.835 -0.818 -20.786
H -12.842 0.569 -20.530
H -11.990 1.768 -19.639
H -13.117 0.459 -17.987
H -11.446 0.044 -17.883
H -12.616 -1.055 -18.659
H -8.132 -0.693 -21.077
H -7.364 0.898 -20.933
H -5.891 0.488 -22.865
H -6.682 -1.028 -23.291
H -4.590 -1.551 -22.066
H -5.861 -1.832 -20.930
H -3.937 -0.728 -20.008
H -5.181 0.522 -19.903
H -3.991 0.545 -21.202
C -14.371 1.714 -26.667
C -15.467 2.572 -26.018
C -15.567 2.347 -24.511
C -14.291 2.583 -23.694
P -13.880 4.336 -23.483
C -15.398 5.320 -23.187
C -15.985 5.925 -24.458
C -16.678 7.282 -24.332
C -17.551 7.362 -23.068
C -12.792 4.881 -24.894
C -12.747 6.373 -25.278
C -12.660 6.613 -26.785
C -13.930 6.364 -27.598
C -12.815 4.332 -22.032
C -12.248 5.736 -21.679
C -11.105 5.649 -20.672
C -9.766 5.956 -21.339
H -13.386 2.017 -26.311
H -14.395 1.741 -27.758
H -14.492 0.641 -26.498
H -16.479 2.362 -26.377
H -15.332 3.614 -26.323
H -15.884 1.307 -24.395
H -16.376 2.928 -24.064
H -13.377 2.162 -24.134
H -14.358 2.209 -22.669
H -15.036 6.072 -22.483
H -16.145 4.630 -22.800
H -16.700 5.216 -24.887
H -15.260 6.050 -25.264
H -17.301 7.504 -25.197
H -15.876 8.024 -24.278
H -16.945 7.368 -22.164
H -18.277 6.546 -23.045
H -18.178 8.255 -23.075
H -13.152 4.340 -25.774
H -11.808 4.440 -24.710
H -11.834 6.756 -24.813
H -13.517 7.027 -24.866
H -11.862 6.034 -27.263
H -12.268 7.603 -27.035
H -13.888 6.590 -28.661
H -14.830 6.814 -27.170
H -14.166 5.292 -27.566
H -12.062 3.558 -22.188
H -13.446 4.077 -21.176
H -13.071 6.326 -21.260
H -11.959 6.386 -22.509
H -11.123 4.679 -20.168
H -11.261 6.359 -19.858
H -8.901 5.885 -20.681
H -9.749 7.003 -21.665
H -9.617 5.454 -22.299
```

Results
Energy above the lowest of the compared OMol25 structures with the same formula, charge and spin, eV: 0.000
HOMO, eV: -11.31
E_tot, Eh: -2044.8105
Charge: +1
Orbital gap, eV: 9.63

---

# 6
Computed, not measured: the molecule C3H3O3P in a non-equilibrium geometry, with ωB97M-V with the def2-TZVPD basis set.

XYZ file:
```
10
Properties=species:S:1:pos:R:3
O -0.033 -0.945 -2.002
C -0.487 -0.575 -0.975
C 0.542 -0.284 0.166
O 1.843 -0.742 -0.134
C 1.918 -2.021 -0.320
P 1.059 -3.438 -0.313
O 2.896 -2.895 -0.312
H -1.632 -0.318 -0.894
H 0.438 0.862 0.263
H 0.323 -0.542 1.197
```

Results
SMILES: O=CCOC1=PO1
Energy above the lowest of the compared OMol25 structures with the same formula, charge and spin, eV: 4.184
HOMO, eV: -7.60
E_tot, Eh: -683.0485
Charge: 0
Orbital gap, eV: 7.64

---

# 7
Computed, not measured: a structure of composition C50H56As2CdN7, with ωB97M-V with the def2-TZVPD basis set.

XYZ file:
```
116
Properties=species:S:1:pos:R:3
Cd 1.073 0.813 0.213
C 2.604 3.573 1.974
N 2.516 2.145 2.289
C 3.843 1.536 2.270
C 3.841 0.033 2.159
C 4.892 -0.722 2.679
C 4.902 -2.089 2.469
C 3.871 -2.665 1.736
C 2.866 -1.839 1.271
N 2.844 -0.530 1.491
C 1.896 1.899 3.584
C 0.475 2.388 3.727
C -0.183 2.228 4.949
C -1.459 2.738 5.097
C -2.023 3.443 4.043
C -1.290 3.555 2.874
N -0.093 3.014 2.707
C 2.191 3.913 0.562
C 2.836 4.934 -0.134
C 2.354 5.303 -1.377
C 1.230 4.660 -1.877
C 0.666 3.648 -1.121
N 1.140 3.273 0.060
H 3.610 3.964 2.178
H 1.907 4.116 2.619
H 4.429 1.829 3.161
H 4.375 1.905 1.386
H 5.687 -0.245 3.232
H 5.704 -2.696 2.860
H 3.853 -3.725 1.535
H 2.036 -2.226 0.686
H 2.487 2.363 4.398
H 1.911 0.818 3.747
H 0.306 1.734 5.776
H -1.998 2.611 6.025
H -2.993 3.905 4.138
H -1.650 4.132 2.030
H 3.693 5.432 0.294
H 2.837 6.085 -1.940
H 0.810 4.938 -2.830
H -0.217 3.114 -1.463
C -1.376 -5.142 -3.204
C -1.049 -4.139 -4.270
C -0.937 -4.529 -5.598
C -0.669 -3.617 -6.603
C -0.519 -2.278 -6.289
C -0.615 -1.866 -4.973
C -0.859 -2.788 -3.955
N -0.950 -2.343 -2.627
C -0.174 -1.332 -2.069
N 1.082 -1.313 -2.581
C 2.183 -0.438 -2.504
C 2.344 0.525 -1.501
C 3.506 1.298 -1.557
C 4.480 1.116 -2.523
C 4.305 0.137 -3.483
C 3.161 -0.640 -3.499
C 3.016 -1.684 -4.576
N -0.572 -0.540 -1.136
C -1.929 -0.538 -0.633
C -2.255 -1.778 0.126
C -3.516 -2.062 0.464
C -4.580 -1.191 0.013
C -4.354 -0.319 -0.972
C -3.028 -0.320 -1.685
C -3.830 1.142 -3.628
H -1.320 -6.150 -3.605
H -2.388 -4.988 -2.827
H -0.687 -5.067 -2.364
H -1.059 -5.571 -5.853
H -0.586 -3.945 -7.627
H -0.337 -1.551 -7.065
H -0.509 -0.819 -4.725
H -1.621 -2.802 -2.031
H 1.210 -2.023 -3.289
H 3.666 2.069 -0.808
H 5.368 1.729 -2.540
H 5.064 -0.026 -4.234
H 3.879 -1.647 -5.238
H 2.125 -1.517 -5.184
H 2.970 -2.692 -4.158
H -1.420 -2.389 0.446
H -3.764 -2.918 1.072
H -5.547 -1.277 0.485
H -5.155 0.287 -1.370
H -3.984 0.270 -4.262
H -3.528 1.972 -4.263
H -4.782 1.392 -3.170
C 0.727 -1.307 4.470
As -0.049 -1.273 2.643
C -0.277 -3.258 2.615
C -1.867 -0.729 3.146
C -2.440 -1.246 4.301
C -3.704 -0.870 4.715
C -4.424 0.027 3.947
C -3.873 0.533 2.784
C -2.591 0.185 2.368
As -1.788 1.014 0.773
C -3.212 2.376 0.396
C -2.747 0.878 -2.590
H 0.356 -2.155 5.045
H 0.479 -0.393 5.002
H 1.814 -1.399 4.404
H -1.213 -3.558 3.083
H 0.553 -3.706 3.161
H -0.253 -3.656 1.602
H -1.882 -1.958 4.897
H -4.126 -1.279 5.621
H -5.410 0.340 4.255
H -4.464 1.214 2.190
H -4.104 1.958 -0.063
H -2.793 3.140 -0.263
H -3.487 2.864 1.330
H -3.061 -1.206 -2.344
H -1.807 0.684 -3.112
H -2.594 1.772 -1.982
```

Results
HOMO, eV: -9.71
E_tot, Eh: -6961.2720
Charge: +1
Orbital gap, eV: 7.98

---

# 8
Computed, not measured: a structure of composition C5H6N2O2S in a non-equilibrium geometry, with ωB97M-V with the def2-TZVPD basis set.

XYZ file:
```
16
Properties=species:S:1:pos:R:3
C -2.847 -0.765 0.666
C -2.886 1.462 0.106
C 2.624 -0.359 -0.772
C 1.828 0.094 0.468
C -2.157 0.455 0.698
N -3.378 -1.769 0.585
N -3.545 2.341 -0.334
O -0.458 -1.306 -1.124
O 0.660 0.713 0.019
S -0.557 0.119 -0.953
H 1.980 -1.052 -1.428
H 2.975 0.665 -1.242
H 3.438 -1.167 -0.485
H 2.175 0.787 1.135
H 1.689 -0.728 1.161
H -1.541 0.510 1.501
```

Results
Energy above the lowest of the compared OMol25 structures with the same formula, charge and spin, eV: 5.229
HOMO (alpha / beta), eV: -9.61 / -9.61
E_tot, Eh: -852.1605
Charge: 0
Orbital gap (alpha / beta), eV: 8.23 / 8.23

---

Among the records above, which one has the highest E_tot?
C4H8N2